Record 1
{"formula": "C52H49BiBrN5O4P2", "method": "ωB97M-V/def2-TZVPD", "homo_energy_ev": -7.582, "energy_ha": -6057.154564, "gap_ev": 7.83, "spin_multiplicity": 1, "e_above_lowest_kcal_mol": 0.68, "e_lumo_ev": 0.24, "elements": ["C", "H", "C", "H", "N", "C", "C", "H", "C", "H", "C", "H", "H", "C", "O", "C", "C", "C", "H", "H", "N", "H", "O", "C", "H", "C", "C", "C", "C", "P", "H", "C", "C", "C", "C", "H", "C", "H", "C", "P", "N", "H", "C", "C", "H", "C", "H", "C", "C", "C", "C", "H", "Br", "H", "H", "C", "H", "H", "H", "H", "C", "N", "C", "H", "C", "C", "C", "H", "C", "C", "H", "H", "C", "H", "C", "H", "H", "C", "H", "C", "H", "H", "H", "C", "C", "N", "C", "C", "H", "H", "H", "H", "C", "O", "C", "H", "H", "H", "H", "C", "C", "C", "H", "H", "H", "H", "O", "C", "H", "H", "C", "H", "C", "Bi"], "coordinates": [[-3.392244, -1.108227, -3.641059], [-3.961341, 0.448281, 5.459286], [-3.191846, -3.200995, -0.439037], [2.157324, -5.016715, 2.978043], [-1.628888, 1.073454, 0.753311], [2.192806, 0.802708, -2.924960], [-2.515873, -0.390704, 2.501084], [-4.768562, -1.868248, 2.244170], [6.812010, -1.778723, -3.548651], [-5.417958, -1.233295, -4.361370], [6.911598, -0.412502, -3.341788], [2.772126, 2.523458, 0.962249], [-6.713440, -2.819943, 1.082257], [4.079987, 2.114393, -1.152976], [0.163885, 2.053101, 4.465516], [-0.110741, -3.436980, 4.833366], [5.662842, -2.449538, -3.159614], [-1.945767, -4.274608, 2.926405], [2.218975, 3.082097, 3.341165], [3.145989, -2.407955, -1.113156], [-4.930857, 0.584431, -0.218436], [6.203194, 3.532636, 1.073559], [-0.329297, -3.288374, -2.249923], [1.557106, 0.519758, -5.237310], [-3.556123, 2.722967, 4.554569], [2.040328, -3.276407, 1.717371], [1.754601, -4.585617, 2.074162], [5.477579, 0.984669, 0.649208], [-5.725325, -2.928832, 0.651942], [3.318381, 0.494782, -1.532749], [-3.257737, -1.522572, 4.159389], [2.506391, 0.435694, -4.230768], [5.003720, 2.205135, -0.095070], [4.602646, -1.783905, -2.552977], [3.358939, -2.532386, -2.175254], [3.010472, 1.287578, 1.997531], [0.918865, -5.291599, 1.227322], [-2.215666, -3.280702, -0.903434], [0.415503, -4.679655, 0.086393], [-1.853612, -1.794468, 1.545277], [-3.121527, -0.164153, -1.459021], [0.941577, 3.353838, 2.163485], [-4.768175, -0.933095, -3.548591], [0.628969, 1.639481, 3.413306], [-5.908000, 0.418874, -0.037459], [-1.441109, -2.979102, 2.875065], [-2.493225, 3.000062, 2.353572], [3.680608, 3.272650, -1.816090], [0.757663, -3.362942, -0.161520], [4.712182, -0.403547, -2.326644], [0.284166, 0.978525, -4.934795], [2.971324, 3.198140, -2.631675], [3.172445, -2.212334, 2.818570], [2.491913, -2.153756, -2.722489], [-0.472559, 1.035649, -5.707400], [-0.025624, 1.368108, -3.642413], [0.600947, -3.102980, 5.578230], [5.479049, 5.570676, -0.106682], [-1.020932, 1.732871, -3.415248], [1.807738, 0.218319, -6.245852], [5.864002, 0.265828, -2.737533], [1.569241, -2.679888, 0.652405], [-3.283934, 1.849012, 3.978172], [-2.143618, 0.619354, -0.026453], [-2.296453, 0.894512, 2.003094], [-5.308324, -0.383961, -2.406568], [4.177416, 4.515021, -1.446885], [5.930673, 1.263017, 1.600267], [-3.346233, -2.524726, 0.770554], [-2.614620, -0.711729, -2.572016], [0.655984, -6.314535, 1.462878], [1.193062, 2.547263, -0.893614], [0.216017, -2.623193, -1.378921], [5.577881, -3.515850, -3.332313], [-3.119575, -0.528947, 3.749554], [3.456980, -3.595397, -2.392405], [6.222265, 0.435186, 0.069795], [-4.625664, -2.394611, 1.309045], [-0.230600, -5.193528, -0.611164], [-1.530865, -5.148448, 3.924432], [3.853303, 5.403530, -1.973030], [7.623086, -2.321886, -4.016638], [-0.120175, -1.551712, 3.800250], [-5.560491, -3.597750, -0.552803], [5.492800, 3.458315, 0.258335], [2.293682, 1.869278, 1.574017], [-2.686837, 2.005754, 2.741043], [0.914574, 1.292190, -2.615970], [3.495823, 0.059887, -4.460148], [-2.927473, -1.552570, -4.509458], [-2.668638, -4.602228, 2.188609], [-4.151550, -4.240720, -2.042524], [-0.511846, -2.564688, 3.834057], [0.425769, 0.504615, 2.856041], [-4.290856, -3.735162, -1.095418], [-1.934279, -6.153045, 3.960145], [-0.301241, -5.410330, 5.662307], [4.663996, 0.278435, 0.840897], [-0.475050, 2.088578, -1.235533], [-3.507844, 0.576943, 4.485635], [1.559549, 2.582278, 2.629885], [0.553735, 1.730532, -1.240566], [-4.362691, 0.436560, 0.604574], [-6.419944, -4.004236, -1.070893], [5.946272, 1.334934, -2.589178], [7.796679, 0.127803, -3.651821], [0.338737, -1.345522, -1.380997], [-0.615814, -4.731518, 4.879291], [-1.569381, 2.064542, 0.544947], [-1.539814, -0.844266, -2.583789], [5.086402, 4.607436, -0.405869], [-6.376182, -0.244034, -2.298460], [-4.444162, -0.011764, -1.371210], [0.753887, 0.083106, 0.426526]], "forces_ev_per_a": [[0.1, 0.0, 0.0], [0.0, 0.0, 0.0], [0.0, 0.0, 0.0], [0.0, 0.0, 0.0], [0.0, -0.1, 0.1], [0.0, 0.0, 0.0], [0.0, 0.0, 0.0], [0.0, 0.0, 0.0], [0.0, 0.0, 0.0], [0.0, 0.0, 0.0], [0.0, 0.0, 0.0], [0.0, 0.0, 0.0], [0.0, 0.0, 0.0], [0.0, 0.0, 0.0], [0.0, 0.0, 0.0], [0.0, 0.0, 0.0], [0.0, 0.0, 0.0], [0.0, 0.0, -0.1], [0.0, 0.0, 0.0], [0.0, 0.0, 0.0], [0.0, 0.0, -0.1], [0.0, 0.0, 0.0], [0.0, 0.0, 0.0], [0.0, 0.0, 0.0], [0.0, 0.0, 0.0], [0.0, 0.0, 0.0], [0.0, 0.0, 0.0], [0.0, 0.0, 0.0], [0.0, 0.0, 0.0], [0.1, -0.1, 0.0], [0.0, 0.0, 0.0], [0.0, 0.0, 0.0], [0.0, 0.0, 0.0], [0.0, 0.0, 0.0], [0.0, 0.0, 0.0], [0.0, 0.0, 0.0], [0.0, 0.0, 0.0], [0.0, 0.0, 0.0], [0.0, 0.0, 0.0], [0.0, -0.1, 0.0], [-0.1, 0.1, 0.0], [0.0, 0.0, 0.0], [0.0, 0.0, 0.0], [0.0, 0.0, 0.0], [0.0, 0.0, 0.0], [0.0, 0.0, 0.0], [0.0, 0.0, 0.0], [0.0, 0.0, 0.0], [0.1, 0.0, 0.0], [0.0, 0.0, 0.0], [0.0, 0.0, 0.0], [0.0, 0.0, 0.0], [0.0, 0.0, 0.0], [0.0, 0.0, 0.0], [0.0, 0.0, 0.0], [0.0, 0.0, 0.0], [0.0, 0.0, 0.0], [0.0, 0.0, 0.0], [0.0, 0.0, 0.0], [0.0, 0.0, 0.0], [0.0, 0.0, 0.0], [0.0, 0.0, 0.0], [0.0, 0.0, 0.0], [0.1, 0.0, -0.1], [0.0, 0.0, 0.0], [0.0, 0.0, 0.0], [0.0, 0.0, 0.0], [0.0, 0.0, 0.0], [-0.1, 0.0, 0.0], [0.0, 0.0, 0.1], [0.0, 0.0, 0.0], [0.0, 0.0, 0.0], [-0.2, 0.1, 0.1], [0.0, 0.0, 0.0], [0.0, 0.0, 0.0], [0.0, 0.0, 0.0], [0.0, 0.0, 0.0], [0.0, -0.1, 0.0], [0.0, 0.0, 0.0], [0.0, 0.0, 0.0], [0.0, 0.0, 0.0], [0.0, 0.0, 0.0], [0.0, 0.0, 0.0], [0.0, 0.0, 0.0], [0.0, 0.0, 0.0], [0.0, 0.1, 0.0], [0.0, 0.0, 0.0], [0.0, 0.1, 0.0], [0.0, 0.0, 0.0], [0.0, 0.0, 0.0], [0.0, 0.0, 0.0], [0.0, 0.0, 0.0], [0.0, 0.0, 0.0], [0.0, 0.1, 0.0], [0.0, 0.0, 0.0], [0.0, 0.0, 0.0], [0.0, 0.0, 0.0], [0.0, 0.0, 0.0], [0.0, 0.0, 0.0], [0.0, 0.0, 0.0], [0.0, 0.0, 0.0], [0.0, 0.0, 0.1], [0.0, 0.0, 0.0], [0.0, 0.0, 0.0], [0.0, 0.0, 0.0], [0.0, 0.0, 0.0], [0.0, 0.0, 0.0], [0.0, 0.0, 0.0], [0.0, 0.0, 0.0], [0.0, 0.0, 0.0], [0.0, 0.0, 0.0], [0.0, 0.0, 0.0], [0.0, 0.0, 0.1], [0.0, 0.1, 0.0]]}

=====

Record 2
{"formula": "C52H50F2GeN5V", "method": "ωB97M-V/def2-TZVPD", "homo_energy_ev": [-4.714, -4.728], "energy_ha": -5506.030072, "gap_ev": [7.16, 7.17], "charge": -1, "spin_multiplicity": 2, "e_above_lowest_kcal_mol": 0.00, "e_lumo_ev": [2.45, 2.45], "elements": ["N", "H", "C", "H", "H", "C", "H", "C", "N", "F", "H", "H", "C", "C", "H", "F", "C", "H", "N", "H", "C", "C", "H", "H", "H", "C", "H", "H", "C", "C", "C", "H", "H", "C", "C", "H", "H", "C", "C", "C", "C", "H", "H", "H", "H", "C", "N", "C", "C", "H", "C", "C", "H", "H", "C", "C", "H", "H", "C", "C", "H", "C", "H", "H", "H", "C", "C", "N", "H", "H", "H", "C", "H", "C", "C", "H", "C", "C", "H", "C", "C", "H", "Ge", "H", "C", "C", "V", "C", "H", "C", "C", "H", "C", "H", "C", "C", "H", "H", "H", "H", "C", "H", "H", "C", "C", "C", "C", "C", "H", "C", "H"], "coordinates": [[4.513151, -1.864370, 3.222314], [2.218895, 0.109142, 2.154438], [-4.227081, 0.018535, 2.785435], [6.047356, -4.398541, -0.209373], [0.609145, -4.997821, -2.605060], [-2.518473, -2.811031, 1.865822], [-1.598073, 1.498925, 2.689550], [0.263810, -1.610681, -2.718991], [3.370498, -1.995779, 1.186356], [0.241883, -3.171676, -0.929156], [1.636116, 4.633760, 0.273376], [0.134299, 2.828508, -0.414515], [-2.001090, -4.665702, 3.314054], [-1.870249, 4.228574, 1.480332], [-3.950930, 5.144467, -1.625176], [3.576166, 4.383286, 1.982177], [4.384624, -2.396660, 1.941822], [0.824873, -4.705741, -5.093403], [0.063166, -0.543056, -1.869815], [-2.178562, 3.163034, -3.364349], [0.374521, -1.482911, -4.116081], [2.746344, 3.372709, 1.600023], [-2.268216, -1.518213, -2.614729], [0.827310, -3.034029, 2.358716], [-0.094975, 4.447978, -3.600426], [-6.085355, -0.214379, 0.755763], [3.705368, 1.954648, 2.880825], [-7.323853, -1.225090, 2.193467], [-3.900523, 0.533989, 1.527626], [1.752887, 3.636520, 0.679604], [3.558552, 1.559337, -1.668042], [4.135182, -3.632496, -1.649547], [2.425085, -0.194470, -2.110736], [3.784627, -0.144085, 4.753248], [-4.864565, 0.406446, 0.523088], [0.295475, -1.570338, 4.305820], [-2.658834, -0.633165, -1.140476], [0.355047, -2.935538, -2.250955], [-5.442928, -0.607754, 3.029557], [3.308430, -2.450414, -0.062720], [0.021461, 0.748061, -2.484214], [4.520401, 1.041234, -1.638301], [2.921450, 1.353963, 6.013090], [-6.808499, -0.302654, -0.047080], [-3.904723, -0.928178, -2.349191], [-2.425898, 3.194363, 0.723486], [2.280315, -1.769306, 3.849325], [2.738869, 0.470967, 5.413097], [-1.156972, -2.496234, 1.760277], [4.158267, 0.025901, -3.849152], [5.372355, -3.274895, 1.479544], [4.240639, -3.306562, -0.624125], [0.599173, 0.462353, 5.715342], [-3.619876, 2.794315, -1.018655], [0.554788, -4.021984, -3.071803], [0.913021, 2.592174, 0.309249], [2.467108, -2.091546, -0.644627], [3.188477, 1.651727, -0.650126], [-0.222779, -3.291593, 2.431872], [2.919507, 2.121141, 2.153987], [-1.591822, 6.339347, 1.740103], [1.228466, 1.451564, -2.710905], [2.082683, 3.325946, -3.284126], [-2.120449, -0.371664, -4.832122], [-5.657828, -1.007808, 4.013847], [-1.215316, 1.335960, -2.799482], [3.496006, -1.259311, 3.961953], [-0.744461, -1.434041, 0.988772], [5.447816, -1.785002, 3.579112], [-1.274833, 3.982739, 2.353555], [-2.932531, 6.941546, -0.255897], [1.279928, -1.143597, 4.465432], [-3.989442, -4.102756, 2.718218], [-2.812305, 0.382514, -4.449813], [-2.846273, -0.686591, -2.211822], [4.792119, 0.249850, 4.800568], [1.044034, 1.285702, 0.810749], [-2.561040, 0.619309, -2.950016], [-4.664838, 0.791305, -0.471812], [-0.650091, -4.365239, 3.200126], [-3.173225, 3.563153, -0.397138], [0.084217, -4.968442, 3.721854], [-2.086357, 1.294824, 1.222949], [3.739708, 2.565494, -2.056233], [0.573980, -2.569158, -4.956700], [5.293637, -3.722564, 0.176946], [-0.284567, -0.152160, 0.073622], [-0.056553, 3.402005, -3.320452], [3.452180, 1.548122, -4.402820], [2.064023, 1.099559, 1.749116], [-1.224379, 2.683030, -3.171876], [-3.312041, 1.346736, -2.624359], [1.163899, 2.771017, -3.132762], [-3.829749, 0.016252, -4.607376], [3.222716, 0.582928, -3.942304], [0.671236, -3.852544, -4.446176], [6.172317, -3.592279, 2.136930], [2.567143, 0.031257, -4.616289], [0.297072, -0.493197, -4.546355], [-2.678256, 1.295757, -5.031264], [-6.376879, -0.730981, 2.011193], [0.652325, -2.398169, -6.023749], [-3.506267, 0.099633, 3.592671], [-2.931313, -3.881153, 2.641296], [1.450006, -0.019794, 5.255512], [-2.794581, 5.901849, 0.016181], [-2.045194, 5.562499, 1.135153], [-3.362509, 4.893734, -0.749714], [-3.238240, -2.198341, 1.336137], [2.586860, 0.784938, -2.561472], [-2.327216, -5.502948, 3.919182]], "forces_ev_per_a": [[0.0, -0.2, 0.2], [0.0, 0.0, 0.0], [0.0, 0.0, 0.0], [0.0, 0.0, 0.0], [0.0, 0.0, 0.0], [0.0, 0.0, 0.0], [-0.1, 0.0, 0.0], [0.0, -0.1, 0.0], [0.1, 0.0, 0.1], [0.0, 0.0, 0.0], [0.0, 0.0, 0.0], [0.0, 0.0, 0.1], [-0.1, 0.0, 0.0], [0.0, 0.0, 0.0], [0.0, 0.0, 0.0], [0.0, 0.0, 0.0], [0.1, 0.0, -0.2], [0.0, 0.0, 0.0], [0.1, 0.0, 0.0], [0.0, 0.0, 0.0], [0.0, 0.0, 0.0], [-0.1, 0.0, 0.0], [0.0, 0.0, 0.0], [0.0, -0.1, 0.0], [0.0, 0.0, 0.0], [0.0, 0.0, 0.0], [0.0, 0.0, 0.0], [0.0, 0.0, 0.0], [-0.1, 0.0, 0.1], [0.0, 0.0, 0.1], [0.0, 0.0, 0.0], [0.0, 0.0, 0.0], [0.0, 0.0, 0.0], [0.0, -0.1, 0.0], [0.1, 0.0, 0.0], [0.0, 0.0, 0.0], [0.0, 0.0, 0.0], [0.0, 0.0, 0.0], [0.0, 0.0, 0.0], [-0.1, 0.1, 0.0], [0.1, -0.1, 0.0], [0.0, 0.0, 0.0], [0.0, 0.0, 0.0], [0.0, 0.0, 0.0], [0.0, 0.0, 0.0], [0.0, 0.0, -0.1], [-0.1, 0.0, 0.1], [0.0, 0.0, 0.0], [-0.1, 0.0, 0.0], [0.0, 0.0, 0.0], [0.0, 0.0, 0.0], [-0.1, 0.0, 0.0], [0.0, 0.0, 0.0], [0.0, 0.0, 0.0], [0.0, 0.0, 0.1], [-0.1, 0.0, -0.1], [0.0, 0.0, 0.0], [0.0, 0.0, 0.0], [0.0, 0.0, 0.0], [0.0, 0.1, -0.1], [0.0, 0.0, 0.0], [-0.1, 0.0, 0.0], [0.0, 0.0, 0.0], [0.0, 0.0, 0.0], [0.0, 0.0, 0.0], [0.0, 0.0, 0.0], [0.0, 0.2, -0.2], [0.1, -0.2, 0.6], [0.0, 0.0, 0.0], [0.0, 0.0, 0.0], [0.0, 0.0, 0.0], [0.0, 0.0, 0.0], [0.0, 0.0, 0.0], [0.0, 0.0, 0.0], [0.0, -0.1, 0.0], [0.0, 0.0, 0.0], [0.0, 0.2, 0.2], [0.0, 0.0, 0.0], [0.0, 0.0, 0.0], [0.1, 0.0, 0.0], [0.0, -0.1, 0.0], [0.0, 0.0, 0.0], [0.1, -0.1, -0.1], [0.0, 0.0, 0.0], [0.0, 0.0, 0.0], [0.1, 0.0, 0.0], [-0.1, 0.3, -0.8], [0.0, 0.0, 0.0], [0.0, 0.0, 0.0], [0.1, -0.2, 0.0], [0.0, 0.0, 0.0], [0.0, 0.0, 0.1], [0.0, 0.0, 0.0], [0.0, 0.0, 0.0], [0.0, 0.0, 0.0], [0.0, 0.0, 0.0], [0.0, 0.0, 0.0], [0.0, 0.0, 0.0], [0.0, 0.0, 0.0], [0.0, 0.0, 0.0], [0.0, 0.0, 0.0], [0.0, 0.0, 0.0], [0.0, 0.0, 0.0], [0.0, 0.0, 0.0], [0.1, 0.0, 0.0], [0.0, 0.0, 0.0], [0.0, 0.0, 0.0], [0.0, 0.0, 0.0], [0.0, 0.0, 0.0], [0.0, 0.0, 0.0], [0.0, 0.0, 0.0]]}